18
Properties=species:S:1:pos:R:3 method="wB97M-V/def2-TZVPD" gap_ev=10.8795 homo_ev=-14.6 total_charge=+1 e_lumo_ev=-3.734 relative_energy_kcal_mol=44.8 smiles="C=C([NH3+])CCC" molar_mass_g_mol=86.16
C 0.975 -1.630 -0.658
C 0.114 -1.043 0.133
N -0.442 -1.847 1.300
C -0.509 0.360 0.300
C -0.315 1.361 -0.912
C 0.268 2.688 -0.462
H 1.409 -2.616 -0.636
H 1.499 -0.939 -1.367
H -0.211 -2.861 1.284
H -0.104 -1.394 2.147
H -1.479 -1.929 1.332
H -1.607 0.275 0.399
H 0.072 0.704 1.144
H -1.354 1.645 -1.311
H 0.124 0.883 -1.800
H 0.033 3.501 -1.183
H -0.205 3.003 0.455
H 1.331 2.401 -0.266

16
Properties=species:S:1:pos:R:3 method="wB97M-V/def2-TZVPD" gap_ev=7.6324 homo_ev=-3.2 total_charge=-1 e_lumo_ev=4.423 relative_energy_kcal_mol=10.0 molar_mass_g_mol=92.12
C 0.637 1.201 0.181
O 0.937 0.438 -0.901
C -0.444 0.568 1.108
C 0.239 -0.548 1.901
N -1.562 0.085 0.326
H 1.560 1.414 0.772
H 0.230 2.202 -0.100
H -0.657 1.429 1.767
H 0.543 -1.235 1.092
H -0.472 -1.189 2.410
H 1.167 -0.207 2.343
H -1.164 -0.136 -0.588
H -2.182 0.853 0.091
H 0.486 -0.691 -1.756
H 0.846 -1.799 -2.810
O 0.099 -1.483 -2.294

93
Properties=species:S:1:pos:R:3 method="wB97M-V/def2-TZVPD" gap_ev=9.5464 homo_ev=-8.8 total_charge=0 e_lumo_ev=0.729 smiles=c1ccccc1.c1ccccc1.c1ccccc1.c1ccccc1.c1ccccc1.c1ccccc1.c1ccccc1.CCO molar_mass_g_mol=592.87
C 2.308 3.448 -0.489
C 1.725 4.253 0.494
C 0.539 4.939 0.263
C -0.091 4.762 -0.976
C 0.484 3.922 -1.982
C 1.709 3.276 -1.756
H 3.262 3.059 -0.196
H 2.112 4.317 1.483
H 0.099 5.554 1.064
H -0.984 5.383 -1.184
H -0.010 3.886 -2.968
H 2.221 2.652 -2.484
C -4.346 3.477 -2.063
C -3.516 2.559 -2.760
C -2.540 2.961 -3.684
C -2.575 4.254 -4.150
C -3.391 5.162 -3.546
C -4.279 4.787 -2.434
H -5.168 3.130 -1.409
H -3.570 1.521 -2.534
H -1.981 2.245 -4.213
H -1.841 4.607 -4.904
H -3.441 6.211 -3.834
H -5.005 5.444 -1.995
C -2.063 -0.849 -3.904
C -0.694 -0.551 -3.815
C 0.030 -0.145 -4.948
C -0.615 -0.035 -6.146
C -1.978 -0.299 -6.256
C -2.672 -0.675 -5.151
H -2.589 -1.167 -2.982
H -0.085 -0.871 -2.987
H 1.030 0.093 -4.876
H -0.061 0.191 -7.058
H -2.459 -0.397 -7.233
H -3.785 -0.883 -5.243
C 2.361 -4.680 -1.743
C 1.812 -3.496 -2.256
C 2.371 -2.210 -1.920
C 3.469 -2.191 -1.120
C 4.034 -3.405 -0.622
C 3.452 -4.611 -0.870
H 1.909 -5.618 -1.965
H 1.055 -3.557 -3.041
H 1.956 -1.304 -2.299
H 3.938 -1.275 -0.826
H 4.954 -3.365 -0.077
H 3.934 -5.506 -0.507
C 0.435 1.741 3.650
C -0.227 1.346 4.784
C 0.404 1.370 6.014
C 1.720 1.754 6.084
C 2.416 2.127 4.894
C 1.747 2.093 3.668
H -0.063 1.826 2.686
H -1.298 1.204 4.789
H -0.108 1.101 6.887
H 2.315 1.840 7.006
H 3.428 2.420 4.763
H 2.228 2.255 2.684
C -2.642 -5.092 2.476
C -2.145 -4.683 3.718
C -0.869 -4.163 3.877
C -0.046 -3.994 2.777
C -0.457 -4.547 1.534
C -1.709 -5.048 1.446
H -3.650 -5.573 2.362
H -2.807 -4.673 4.589
H -0.603 -3.758 4.794
H 0.756 -3.265 2.719
H 0.223 -4.364 0.650
H -2.023 -5.281 0.456
C -1.577 1.152 -0.126
C -0.188 1.042 -0.076
C 0.376 -0.246 -0.010
C -0.419 -1.350 -0.190
C -1.782 -1.276 -0.167
C -2.367 -0.057 -0.135
H -1.992 2.105 -0.311
H 0.441 1.921 -0.152
H 1.435 -0.427 0.099
H -0.092 -2.410 -0.195
H -2.374 -2.212 -0.296
H -3.426 0.007 -0.235
C 2.465 -1.613 4.965
C 3.063 -1.761 3.569
O 2.352 -1.193 2.474
H 1.408 -1.863 5.036
H 2.563 -0.547 5.278
H 3.076 -2.256 5.663
H 3.170 -2.804 3.282
H 4.066 -1.332 3.559
H 1.750 -0.518 2.761

13
Properties=species:S:1:pos:R:3 method="wB97M-V/def2-TZVPD" gap_ev=6.8039 homo_ev=-6.7 total_charge=0 e_lumo_ev=0.152 relative_energy_kcal_mol=27.5 molar_mass_g_mol=92.17
C -1.190 0.314 -1.775
N -1.511 0.408 -0.345
C -0.742 -0.120 0.572
N -0.847 0.044 1.882
H -1.207 1.319 -2.190
H -1.944 -0.308 -2.253
H -0.203 -0.140 -1.864
H -2.374 0.814 -0.003
H 0.172 -0.699 0.250
H -1.655 0.440 2.337
H 0.010 0.067 2.415
S 2.148 -0.398 -0.180
H 2.302 0.672 0.662

101
Properties=species:S:1:pos:R:3 method="wB97M-V/def2-TZVPD" gap_ev="4.1148 / 5.7489" homo_ev="-4.3 / -6.9" total_charge=0 e_lumo_ev="-0.149 / -1.127" molar_mass_g_mol=1087.01 multiplicity=5
Pt -0.106 0.447 -1.587
O 2.864 1.542 -0.447
S 1.927 0.464 -0.009
C 2.728 -1.071 0.049
C 4.142 -0.976 0.049
C 4.923 -2.105 0.179
C 4.285 -3.336 0.325
C 4.867 -4.721 0.529
C 3.631 -5.668 0.614
C 2.434 -4.749 0.463
C 1.064 -5.016 0.485
C 0.182 -3.982 0.270
C 0.611 -2.624 0.020
P -0.715 -1.546 -0.431
C -1.905 -1.572 0.974
C -1.571 -0.867 2.127
C -2.344 -0.957 3.275
C -3.474 -1.763 3.287
C -3.817 -2.477 2.147
C -3.036 -2.387 0.999
C -1.641 -2.345 -1.789
C -2.946 -1.930 -2.072
C -3.624 -2.443 -3.168
C -2.997 -3.362 -4.003
C -1.695 -3.762 -3.738
C -1.016 -3.257 -2.632
C 2.015 -2.302 0.101
C 2.884 -3.425 0.290
C 1.614 0.812 1.727
C 2.366 0.150 2.658
C 2.419 0.538 4.021
C 1.735 1.647 4.401
C 1.665 2.370 5.728
C 0.693 3.559 5.478
C 0.292 3.430 4.024
C -0.544 4.180 3.254
C -0.783 3.752 1.930
C -0.194 2.648 1.359
P -0.894 2.177 -0.261
C -2.677 1.943 0.016
C -3.239 1.783 1.279
C -4.582 1.443 1.412
C -5.372 1.282 0.285
C -4.820 1.454 -0.981
C -3.477 1.769 -1.119
C -0.711 3.706 -1.230
C 0.564 3.963 -1.744
C 0.782 5.086 -2.526
C -0.266 5.955 -2.804
C -1.529 5.707 -2.290
C -1.753 4.585 -1.500
C 0.779 1.916 2.111
C 0.930 2.318 3.452
H 4.593 0.004 -0.044
H 6.005 -2.015 0.182
H 5.467 -4.763 1.442
H 5.531 -4.999 -0.291
H 3.610 -6.214 1.561
H 3.656 -6.422 -0.177
H 0.683 -6.018 0.657
H -0.880 -4.205 0.262
H -0.685 -0.254 2.134
H -2.061 -0.397 4.162
H -4.078 -1.843 4.184
H -4.692 -3.116 2.151
H -3.319 -2.952 0.119
H -3.426 -1.191 -1.438
H -4.636 -2.114 -3.381
H -3.521 -3.757 -4.866
H -1.202 -4.471 -4.393
H 0.002 -3.564 -2.421
H 2.966 -0.688 2.326
H 3.028 -0.028 4.717
H 2.655 2.718 6.023
H 1.310 1.714 6.523
H 1.171 4.520 5.667
H -0.184 3.510 6.125
H -1.046 5.059 3.641
H -1.500 4.308 1.337
H -2.630 1.908 2.164
H -5.004 1.299 2.400
H -6.417 1.016 0.391
H -5.434 1.326 -1.866
H -3.039 1.856 -2.108
H 1.383 3.279 -1.533
H 1.770 5.278 -2.928
H -0.098 6.827 -3.425
H -2.348 6.383 -2.507
H -2.745 4.391 -1.109
C 2.817 1.139 -3.868
C 2.434 -0.303 -3.729
C 2.684 -1.252 -4.865
O 1.863 -0.690 -2.727
H 3.719 1.263 -4.467
H 2.940 1.578 -2.878
H 1.992 1.651 -4.381
H 3.560 -0.977 -5.452
H 1.804 -1.207 -5.517
H 2.773 -2.268 -4.485
Se -0.992 2.319 -4.563
S -1.145 0.380 -3.734

Number 1: E -6861.6153 eV. Number 2: E -8858.3604 eV. Number 3: E -48451.4820 eV. Number 4: E -16017.6019 eV. Number 5: E -166504.4093 eV.